# C12H24N2O3

A single C12H24N2O3 molecule (wB97M-V/def2-TZVPD, the OMol25 dataset).

The total energy comes out at -806.89995 a.u. For the LUMO energy, the calculation gives 0.027 Eh. As for the structure (SMILES): CC(C)C[C@H](NC(=O)[C@@H](N)CC(C)C)C(=O)O. The value obtained for the energy relative to the best compared isomer or geometry (same formula, charge and spin) is 19.4 kcal/mol. The total charge is 0.

Each line ends with the Löwdin charge.
Positions of all 41 atoms, in Å:
C -2.12 2.70 0.90  -0.066
C -2.11 2.11 -0.56  -0.383
C -0.63 1.93 -1.04  -0.090
C -2.94 0.78 -0.63  -0.110
C -2.49 -0.42 0.25  -0.219
N -1.15 -0.90 -0.04  0.116
C -0.17 -1.02 0.86  -0.443
O -0.21 -0.45 1.96  0.034
C 1.01 -1.90 0.43  -0.286
N 0.88 -2.29 -0.97  0.063
C 2.33 -1.27 0.90  -0.139
C 2.82 -0.02 0.10  -0.400
C 3.86 0.74 0.94  -0.073
C 3.45 -0.45 -1.24  -0.072
C -3.44 -1.58 0.09  -0.514
O -3.45 -2.42 -0.75  0.140
O -4.44 -1.46 0.98  0.105
H -1.51 2.02 1.53  0.074
H -1.61 3.70 0.78  0.091
H -3.11 2.83 1.27  0.063
H -2.62 2.84 -1.22  0.128
H -0.44 1.35 -1.99  0.091
H -0.26 2.94 -1.20  0.064
H 0.07 1.43 -0.31  0.057
H -4.02 1.04 -0.47  0.128
H -2.96 0.38 -1.68  0.127
H -2.57 -0.07 1.32  0.162
H -1.13 -1.46 -0.87  0.123
H 0.98 -2.83 1.05  0.164
H 1.23 -3.19 -1.11  0.065
H 1.33 -1.62 -1.60  0.063
H 2.14 -0.91 1.94  0.121
H 3.09 -2.08 0.92  0.120
H 1.93 0.59 -0.03  0.106
H 4.31 1.59 0.43  0.076
H 4.71 0.09 1.16  0.081
H 3.39 0.99 1.87  0.071
H 4.35 -1.05 -1.04  0.092
H 2.83 -0.97 -1.91  0.026
H 3.70 0.49 -1.78  0.090
H -5.05 -2.20 0.74  0.152

=====

# C12H24N4O4

A single C12H24N4O4 molecule (wB97M-V/def2-TZVPD, the OMol25 dataset).

The total energy comes out at -991.63572 a.u. For the LUMO energy, the calculation gives 0.026 Eh. As for the structure (SMILES): NC(=O)CN1CCOCCN(CC(N)=O)CCOCC1. The value obtained for the energy relative to the best compared isomer or geometry (same formula, charge and spin) is 0.0 kcal/mol. The total charge is 0.

Each line ends with the Löwdin charge.
Positions of all 44 atoms, in Å:
N -2.15 -2.64 -0.18  0.199
C -3.03 -1.64 -0.29  -0.565
O -4.18 -1.74 0.12  0.037
C -2.54 -0.37 -0.98  -0.095
N -1.76 0.52 -0.13  -0.153
C -1.72 1.86 -0.69  -0.175
C -0.85 1.98 -1.95  -0.189
O 0.42 1.39 -1.87  -0.156
C 1.27 1.91 -0.87  -0.184
C 2.52 1.02 -0.73  -0.140
N 2.34 -0.28 -0.10  -0.169
C 1.23 -1.04 -0.67  -0.104
C 1.48 -2.54 -0.64  -0.514
N 2.77 -2.89 -0.57  0.180
O 0.57 -3.34 -0.72  0.029
C 2.42 -0.33 1.34  -0.150
C 1.40 0.46 2.18  -0.198
O 0.11 0.02 1.86  -0.150
C -0.95 0.89 2.17  -0.194
C -2.14 0.52 1.27  -0.145
H -2.46 -3.49 0.27  0.119
H -1.18 -2.63 -0.50  0.057
H -1.92 -0.65 -1.84  0.125
H -3.45 0.14 -1.35  0.129
H -2.73 2.22 -0.97  0.129
H -1.34 2.54 0.07  0.108
H -1.33 1.47 -2.79  0.121
H -0.76 3.05 -2.20  0.126
H 1.58 2.93 -1.13  0.132
H 0.73 1.94 0.08  0.091
H 2.90 0.84 -1.74  0.129
H 3.27 1.57 -0.17  0.125
H 0.28 -0.83 -0.18  0.107
H 1.13 -0.76 -1.72  0.140
H 3.04 -3.86 -0.58  0.116
H 3.47 -2.17 -0.52  0.099
H 2.32 -1.38 1.62  0.123
H 3.42 0.01 1.63  0.124
H 1.62 0.30 3.25  0.128
H 1.51 1.54 1.99  0.114
H -1.25 0.80 3.22  0.130
H -0.64 1.94 2.00  0.111
H -2.45 -0.49 1.54  0.115
H -2.98 1.21 1.49  0.135

=====

# C12H24NO3

2 unconnected molecules or ions with the total composition C12H24NO3 (wB97M-V/def2-TZVPD, the OMol25 dataset).

The total energy comes out at -751.49586 a.u. For the LUMO energy, the calculation gives -0.096 Eh. The value obtained for the energy relative to the best compared isomer or geometry (same formula, charge and spin) is 257.6 kcal/mol. The total charge is +1.

Each line ends with the Löwdin charge.
Positions of all 40 atoms, in Å:
C -3.12 -2.24 -0.32  -0.067
C -3.22 -0.97 0.38  -0.471
H -2.97 -1.02 1.41  0.117
H -4.36 -0.65 0.28  0.163
O -2.49 -0.15 -0.32  -0.106
C -2.49 1.12 0.64  -0.107
C -1.57 2.05 0.07  -0.136
N -0.12 1.67 -0.42  -0.019
H 0.42 2.47 -0.69  0.155
C 0.03 0.57 -1.36  -0.215
C 1.40 0.56 -1.67  -0.058
H 1.77 1.33 -2.29  0.102
H 1.53 -0.65 -2.52  0.268
C 2.37 0.11 -0.45  -0.399
C 2.01 0.89 0.62  -0.319
C 2.70 2.20 0.78  -0.033
H 2.55 2.71 1.56  -0.002
H 2.51 2.72 -0.18  0.093
H 3.95 2.18 0.61  0.186
C 0.49 1.17 1.06  0.079
H 0.31 1.82 1.67  0.027
H -0.08 0.27 1.33  0.130
H 2.38 0.49 1.69  0.208
H 3.32 0.28 -0.60  0.123
O 2.43 -1.20 -0.44  0.049
C 1.50 -2.12 0.20  -0.438
O 0.31 -1.93 0.41  0.093
C 1.91 -3.40 0.35  -0.008
H 2.87 -3.66 0.48  0.047
H 1.50 -4.00 1.38  0.197
H 1.48 -4.04 -0.49  0.151
H -0.57 0.94 -2.37  0.204
H -0.47 -0.24 -0.96  0.079
H -1.90 2.30 -1.10  0.190
H -1.45 3.02 0.52  0.133
H -2.07 1.19 1.66  0.143
H -3.39 1.70 0.48  0.149
H -2.14 -2.55 -0.04  0.054
H -3.41 -2.04 -1.44  0.138
H -3.94 -2.89 0.08  0.102

=====

# C12H24O22Rb2S4Y

A molecular structure, C12H24O22Rb2S4Y (wB97M-V/def2-TZVPD, the OMol25 dataset).

The total energy comes out at -3806.19406 a.u. For the LUMO energy, the calculation gives -0.179 Eh. The total charge is +1.

Each line ends with the Löwdin charge.
Positions of all 65 atoms, in Å:
Rb 30.19 14.09 22.41  1.045
Rb 28.90 9.83 26.87  1.043
Y 33.06 12.16 25.04  1.785
S 30.30 13.14 25.80  0.223
O 29.82 14.41 25.25  -0.371
O 30.74 12.23 24.69  -0.527
O 31.63 13.35 26.40  -0.434
O 29.36 12.50 26.68  -0.442
S 33.56 14.28 23.02  0.250
O 34.96 14.51 22.62  -0.307
O 33.41 14.39 24.51  -0.420
O 32.65 15.10 22.27  -0.441
O 33.25 12.83 22.92  -0.485
C 34.94 14.11 31.11  -0.031
C 34.79 14.91 29.82  -0.127
O 34.11 14.19 28.73  0.082
C 34.78 13.57 27.82  -0.552
O 34.28 13.02 26.85  -0.026
O 36.07 13.48 28.10  0.024
C 36.93 12.72 27.29  -0.014
H 35.99 14.23 31.37  0.086
H 34.80 13.03 30.99  0.087
H 34.22 14.42 31.85  0.079
H 35.75 15.26 29.44  0.126
H 34.14 15.78 29.93  0.133
H 36.88 11.66 27.56  0.105
H 37.97 13.03 27.30  0.110
H 36.67 12.85 26.23  0.100
C 30.08 10.21 22.02  -0.036
C 29.12 10.18 23.20  -0.228
O 27.95 9.49 22.76  0.060
C 27.27 8.76 23.64  -0.588
O 27.34 8.74 24.85  -0.019
O 26.45 8.02 22.90  0.015
C 25.59 7.04 23.51  0.010
H 29.64 10.52 21.08  0.094
H 30.40 9.18 21.83  0.093
H 31.02 10.74 22.20  0.068
H 28.80 11.17 23.54  0.111
H 29.57 9.78 24.11  0.076
H 26.18 6.45 24.21  0.100
H 25.26 6.47 22.65  0.103
H 24.72 7.53 23.94  0.104
C 31.53 16.88 25.54  -0.159
C 32.01 16.57 26.96  -0.209
O 33.11 17.41 27.12  -0.185
S 32.74 18.90 26.54  0.696
O 33.86 19.52 25.89  -0.220
O 32.03 19.67 27.54  -0.239
O 31.71 18.29 25.44  -0.184
H 30.47 16.68 25.46  0.114
H 31.99 16.34 24.72  0.104
H 32.25 15.51 27.09  0.099
H 31.25 16.70 27.73  0.134
C 30.48 13.79 29.47  -0.148
C 29.30 12.85 29.83  -0.152
O 29.11 13.02 31.23  -0.190
S 30.08 14.07 31.94  0.639
O 30.63 13.45 33.11  -0.220
O 29.44 15.35 32.05  -0.207
O 31.13 13.97 30.72  -0.214
H 30.18 14.79 29.18  0.135
H 31.19 13.36 28.77  0.104
H 29.43 11.79 29.60  0.109
H 28.44 13.21 29.27  0.127

=====

Orbital gap for the records above, in order: 10.0046 9.2719 10.4295 6.8212 eV
HOMO energy for the records above, in order: -9.2755 -8.5639 -13.0485 -11.7043 eV
Max |F| for the records above, in order: 2.44 0.52 13.68 6.09 eV Å⁻¹